i:
10
Properties=species:S:1:pos:R:3:lowdin_charge:R:1 method="wB97M-V/def2-TZVPD" multiplicity=1 e_homo_ev=-15.3 mol_weight_g_mol=69.087 total_charge=+1
C 0.123 1.722 -1.905 0.09
C 0.474 0.699 -1.232 -0.11
C -0.672 -1.133 1.788 0.05
N -0.585 -1.783 2.689 0.20
N 0.539 -0.253 -0.399 0.14
H 0.334 2.846 -1.764 0.14
H -0.764 1.801 -2.616 0.13
H -0.499 -2.397 3.542 0.17
H 1.200 -1.011 -0.671 0.15
H -0.150 -0.490 0.569 0.03

---

ii:
10
Properties=species:S:1:pos:R:3:lowdin_charge:R:1 method="wB97M-V/def2-TZVPD" multiplicity=1 e_homo_ev="-12.2 / -12.1" mol_weight_g_mol=69.087 total_charge=+1
C 1.046 0.399 -0.047 0.11
C -1.484 -0.543 -0.035 0.10
C 3.379 -0.212 0.016 0.18
N 2.181 -0.075 0.087 -0.13
N -2.145 0.530 0.020 0.19
H -0.813 -0.579 -0.775 0.01
H -1.800 -1.286 0.730 0.15
H 4.415 -0.349 -0.175 0.09
H -1.884 1.366 -0.462 0.15
H -2.896 0.749 0.641 0.15

---

Stability, descending: i, ii

---

i:
10
Properties=species:S:1:pos:R:3:lowdin_charge:R:1 method="wB97M-V/def2-TZVPD" multiplicity=1 e_homo_ev="-2.0 / -0.5" mol_weight_g_mol=180.170 total_charge=-2
C 2.209 0.420 0.346 -0.99
N 0.705 -0.665 -0.808 -0.10
N 2.856 -0.535 -0.431 -0.09
N 1.885 -1.175 -1.114 -0.15
N 0.862 0.274 0.147 -0.05
O -3.352 1.352 0.370 -0.52
O -3.130 -0.593 -1.173 -0.52
O -2.398 -0.764 1.213 -0.48
S 2.954 1.586 1.395 0.44
S -2.589 0.100 0.053 0.46

---

ii:
10
Properties=species:S:1:pos:R:3:lowdin_charge:R:1 method="wB97M-V/def2-TZVPD" multiplicity=1 e_homo_ev=-0.9 mol_weight_g_mol=180.170 total_charge=-2
C -3.271 0.082 -0.520 -1.15
N -3.307 0.912 -1.383 -0.09
N 0.477 2.314 0.871 0.15
N 0.602 1.264 0.527 -0.31
N 0.506 0.103 0.308 -0.03
O 1.684 -2.105 0.408 -0.36
O 2.092 -0.605 -1.437 -0.35
O 2.850 -0.056 0.768 -0.38
S -3.558 -1.145 0.506 0.24
S 1.927 -0.765 -0.048 0.28

---

Stability, descending: ii, i